{"formula": "C18H21Cl2F3N6O2PbS", "method": "ωB97M-V with the def2-TZVPD basis set", "symbols": ["Pb", "C", "C", "N", "N", "C", "N", "S", "C", "C", "C", "C", "C", "N", "H", "H", "H", "H", "H", "H", "H", "H", "H", "Cl", "C", "Cl", "H", "H", "N", "C", "O", "C", "C", "H", "H", "H", "H", "H", "H", "F", "C", "F", "F", "C", "C", "C", "N", "C", "C", "H", "H", "H", "H", "O"], "xyz": [[-0.0381, -0.0002, -0.0199], [1.7695, -4.2075, -0.6089], [1.1811, -2.9338, -0.0827], [0.8722, -1.9392, -0.8105], [1.0076, -2.1153, -2.1795], [-0.0838, -1.7356, -2.7947], [-0.1945, -1.7464, -4.1907], [-1.5255, -1.1552, -1.9121], [0.8890, -2.7691, 1.3814], [1.4126, -3.5882, 2.3583], [1.0654, -3.3456, 3.6870], [0.2123, -2.3089, 3.9778], [-0.2634, -1.5235, 2.9341], [0.0671, -1.7167, 1.6544], [1.2351, -4.5238, -1.5048], [1.7029, -5.0181, 0.1170], [2.8196, -4.0443, -0.8651], [0.6912, -1.4955, -4.6128], [-0.9469, -1.1156, -4.4313], [2.0869, -4.3956, 2.1096], [1.4607, -3.9707, 4.4805], [-0.0874, -2.0961, 4.9957], [-0.9362, -0.7002, 3.1140], [-2.4264, -0.4032, 0.8905], [-2.9960, 1.0634, -0.0556], [-1.6117, 1.8480, -0.9706], [-3.4082, 1.7868, 0.6432], [-3.7596, 0.7514, -0.7673], [1.3817, 3.9274, -1.1995], [1.0116, 2.6215, -1.1211], [0.9848, 2.0218, -0.0524], [0.6350, 1.9112, -2.4502], [0.7938, 0.4067, -2.1660], [1.6929, 4.3711, -0.3506], [1.5621, 4.3793, -2.0765], [1.2984, 2.2428, -3.2666], [-0.3907, 2.1396, -2.7057], [1.8135, 0.0183, -2.2078], [0.1969, -0.2069, -2.9137], [-0.1736, 2.3006, 6.9218], [-0.0901, 3.1586, 5.8464], [-1.1135, 4.0396, 6.0094], [1.0565, 3.8857, 6.0788], [-0.0992, 2.4762, 4.5503], [0.9099, 1.5220, 4.2275], [0.8771, 0.8990, 3.0095], [-0.0763, 1.1263, 2.0532], [-1.0375, 2.0528, 2.3855], [-1.0909, 2.7282, 3.5754], [1.7002, 1.2848, 4.9309], [1.6276, 0.1723, 2.7267], [-1.7837, 2.2349, 1.6296], [-1.8862, 3.4423, 3.7529], [1.7810, -0.2226, 0.7576]], "forces_ev_per_a": [[3.181, -0.285, -1.397], [-0.039, -0.101, 0.053], [-0.008, -0.173, 0.845], [-0.147, -3.183, -1.307], [-0.640, -0.911, -0.705], [-1.192, -1.415, 1.619], [0.444, -0.559, 0.255], [-1.369, -2.758, -1.837], [-0.133, 0.784, -1.155], [-0.101, 0.059, 0.263], [0.259, -0.242, 0.027], [-0.018, 0.182, 0.114], [-0.204, -0.497, -0.537], [-0.099, -2.307, 1.776], [0.094, 0.137, -0.081], [0.046, 0.065, 0.069], [-0.009, -0.076, -0.097], [-0.012, 0.006, -0.142], [0.033, -0.024, -0.195], [-0.012, 0.027, -0.065], [0.004, -0.009, -0.025], [-0.036, 0.033, 0.009], [-0.198, -0.188, 0.149], [-2.777, -0.233, 1.042], [-0.502, 0.084, -0.150], [-3.004, 1.417, 0.400], [0.096, -0.003, 0.074], [0.289, -0.173, -0.042], [0.163, 0.233, 0.335], [0.081, -0.514, -0.637], [0.898, 3.304, -0.855], [1.683, -0.719, 0.576], [-0.330, 1.528, -1.983], [-0.023, -0.001, -0.024], [-0.072, -0.160, -0.063], [-0.023, 0.441, 0.127], [0.130, 0.218, -0.496], [0.193, 0.556, 0.070], [1.515, 3.343, 0.973], [0.112, 0.306, -0.471], [-0.019, 0.546, 1.056], [0.325, -0.290, -0.111], [-0.454, -0.389, -0.145], [-0.034, -0.799, -1.280], [-0.865, 1.019, 0.648], [-0.540, 0.081, -0.844], [-0.486, 2.818, 3.309], [1.241, -1.259, -0.641], [0.621, 0.174, 1.164], [-0.023, 0.049, -0.024], [0.086, 0.006, -0.568], [0.026, 0.167, 0.020], [0.056, -0.024, 0.016], [1.796, -0.289, 0.886]], "e_tot_ev": -81311.129, "homo_energy_ha": [0.0745, 0.0745], "relative_energy_kcal_mol": 244.8, "total_charge": -2, "gap_ha": [0.0999, 0.0999]}